[1]
Below is C4H8O3 in the gas phase, with properties calculated with the ωB97M-V functional and the def2-TZVPD basis.

For the total energy, the calculation gives -382.9153 Eh. Its multiplicity is 1. The total charge is 0.

Last column: Löwdin charge in e.
Positions of all 15 atoms, in Å:
1 O -1.3168 1.1769 -0.0319  0.087
2 C -0.1984 0.7454 0.1887  -0.383
3 C 0.2785 0.6002 1.6164  -0.208
4 O -0.7118 0.9717 2.5234  -0.042
5 C 0.7060 0.2766 -0.9265  -0.097
6 C 0.0809 -1.0104 -1.4953  -0.240
7 O -0.3868 -1.8466 -0.4443  -0.064
8 H 0.5800 -0.4491 1.7673  0.136
9 H 1.1884 1.2162 1.7256  0.136
10 H -1.4467 1.3048 1.9791  0.082
11 H 0.7684 1.0591 -1.6945  0.130
12 H 1.7172 0.0837 -0.5521  0.119
13 H -0.7339 -0.7424 -2.1747  0.122
14 H 0.8298 -1.5767 -2.0617  0.118
15 H -1.3549 -1.8093 -0.4193  0.103

***

[2]
Below is C4H8N6 in the gas phase, with properties calculated with the ωB97M-V functional and the def2-TZVPD basis.

For the total energy, the calculation gives -485.5546 Eh. Its multiplicity is 1. The total charge is 0.

Last column: Löwdin charge in e.
Positions of all 18 atoms, in Å:
1 C -1.5878 0.5205 0.1707  -0.438
2 C 0.4799 1.0062 -0.5168  -0.157
3 C 1.0160 -0.0919 0.4934  -0.456
4 C 2.1821 -0.8956 -0.0899  -0.033
5 N -2.8561 0.5914 0.6824  0.065
6 N -3.5563 -0.3051 0.0886  -0.003
7 N -2.7481 -1.0014 -0.7606  -0.028
8 N -1.6144 -0.4998 -0.7476  0.005
9 N -0.6985 1.5154 -0.0150  0.070
10 N -0.0522 -0.7412 0.9884  0.148
11 H 1.0923 1.8650 -0.8238  0.137
12 H 0.1293 0.4408 -1.4527  0.143
13 H 1.2826 0.4039 1.4020  0.132
14 H 2.8153 -1.2028 0.6816  0.053
15 H 2.8503 -0.3162 -0.8034  0.104
16 H 1.9669 -1.7191 -0.6989  0.059
17 H -0.5816 2.1302 0.7068  0.120
18 H -0.1198 -1.7004 0.6949  0.080

***

[3]
Below is C2H3NOS2 in the gas phase, with properties calculated with the ωB97M-V functional and the def2-TZVPD basis.

For the total energy, the calculation gives -1004.2911 Eh. Its multiplicity is 1. The total charge is 0.

Last column: Löwdin charge in e.
Positions of all 9 atoms, in Å:
1 O 2.5080 0.0265 0.3403  -0.032
2 C 1.3895 -0.4391 -0.1888  -0.252
3 N 0.1461 0.1695 -0.2922  -0.497
4 S 0.0097 1.8813 -0.0248  0.866
5 C -0.9817 -0.5301 -0.0941  -0.680
6 S -2.5319 0.1080 0.1225  0.640
7 H 1.2533 -1.5727 -0.3092  0.151
8 H -1.2340 1.8509 0.1434  -0.289
9 H -0.5591 -1.4942 0.3029  0.093

***

[4]
Below is 2 unconnected molecules or ions with the total composition C2H2OS, with properties calculated with the ωB97M-V functional and the def2-TZVPD basis.

For the total energy, the calculation gives -550.5812 Eh. Its multiplicity is 1. The total charge is 0.

Last column: Löwdin charge in e.
Positions of all 6 atoms, in Å:
1 C 0.6482 -1.4150 0.4227  0.063
2 C -0.3159 -0.9454 -0.1376  -0.691
3 O -0.4367 2.3831 -0.1832  -0.216
4 S -1.5741 -0.2605 -1.0201  0.800
5 H 1.1611 -1.7901 1.2675  0.035
6 H 0.5174 2.0279 -0.3493  0.008

***

[5]
Below is 2 unconnected molecules or ions with the total composition C2H4N2O3, with properties calculated with the ωB97M-V functional and the def2-TZVPD basis.

For the total energy, the calculation gives -412.9420 Eh. Its multiplicity is 1. The total charge is +2.

Last column: Löwdin charge in e.
Positions of all 11 atoms, in Å:
1 C -0.2431 0.9820 -0.1877  -0.076
2 C 3.0142 0.2195 0.0244  -0.169
3 N 0.8968 1.2735 -0.3287  0.312
4 N -1.3684 0.4913 0.0045  0.319
5 O 3.5186 1.2079 0.1856  0.431
6 O 1.6030 -1.6172 -0.1994  0.172
7 O 2.8253 -0.9585 -0.1469  0.219
8 H 1.2983 2.1793 -0.5730  0.178
9 H 1.8241 -2.5755 -0.3235  0.204
10 H -1.8462 0.5268 0.9164  0.206
11 H -1.9421 0.1017 -0.7543  0.204

***

[6]
Below is C4H3NO2 in the gas phase, with properties calculated with the ωB97M-V functional and the def2-TZVPD basis.

For the total energy, the calculation gives -359.3295 Eh. Its multiplicity is 1. The total charge is 0.

Last column: Löwdin charge in e.
Positions of all 10 atoms, in Å:
1 C -1.5175 -0.5029 0.1159  0.207
2 C -0.1995 -0.0593 -0.1137  -0.167
3 C 1.0507 -0.8284 -0.1970  -0.111
4 N 2.0454 -0.1673 0.0378  0.070
5 O 1.6901 1.1133 0.1914  0.034
6 C 0.2944 1.1955 -0.1623  -0.471
7 O -0.3221 2.1760 -0.0882  0.201
8 H -2.3439 0.3002 0.1337  0.116
9 H -1.9128 -1.4223 0.3290  0.036
10 H 1.2151 -1.8048 -0.2467  0.085

***

[7]
Below is a molecular structure, C21H57CaF6N10O11P3S2, with properties calculated with the ωB97M-V functional and the def2-TZVPD basis.

For the total energy, the calculation gives -5307.0057 Eh. Its multiplicity is 1. The total charge is 0.

Last column: Löwdin charge in e.
Positions of all 111 atoms, in Å:
1 Ca 0.0782 -0.7378 -0.1811  1.402
2 C -1.1144 0.8302 -4.7732  -0.666
3 F -2.1457 0.8140 -5.6206  0.130
4 F -0.0067 0.5977 -5.4111  0.157
5 F -1.1419 2.0574 -4.2613  0.129
6 S -1.2690 -0.5725 -3.4374  0.525
7 O -2.6631 -0.9086 -3.2015  -0.313
8 O -0.4636 -1.6547 -4.0203  -0.334
9 O -0.6918 -0.0831 -2.1907  -0.474
10 C 1.8722 -3.8170 2.2620  -0.609
11 F 2.7353 -3.8359 1.2359  0.111
12 F 0.7144 -4.1788 1.7914  0.149
13 F 2.2729 -4.6205 3.3278  0.091
14 S 1.7465 -1.9833 2.8550  0.529
15 O 1.0083 -1.9887 4.1086  -0.326
16 O 3.0938 -1.4976 3.0455  -0.314
17 O 0.9545 -1.2963 1.7712  -0.510
18 C -0.6221 -4.4874 -2.6481  0.080
19 N 0.4017 -3.9749 -1.6835  -0.359
20 O 1.5109 -4.4724 -1.7489  0.086
21 O 0.1886 -3.0886 -0.8282  -0.064
22 H -0.2573 -3.9885 -3.5459  0.093
23 H -1.6563 -4.2956 -2.3622  0.085
24 H -0.5364 -5.5651 -2.7877  0.103
25 O 2.0259 0.0127 -1.0941  -0.368
26 P 3.3020 0.2578 -1.7607  0.637
27 N 4.6314 -0.2785 -0.8023  -0.289
28 C 4.9744 -1.7486 -0.8160  -0.045
29 C 5.1470 0.4068 0.2749  -0.172
30 N 3.8036 1.7777 -2.2847  -0.304
31 C 2.8845 2.6491 -2.9873  -0.084
32 C 5.0340 2.4461 -1.9602  -0.137
33 N 3.4558 -0.6907 -3.2129  -0.280
34 C 2.6507 -1.8899 -3.4701  -0.126
35 C 4.5803 -0.6122 -4.2497  -0.068
36 H 5.1832 -2.0586 -1.8399  0.062
37 H 4.1703 -2.3299 -0.3647  0.077
38 H 5.9113 -1.9200 -0.2860  0.085
39 H 4.4558 1.1672 0.6384  0.057
40 H 6.0447 0.9730 0.0266  0.071
41 H 5.3663 -0.2796 1.0926  0.096
42 H 2.1385 2.0415 -3.4995  0.078
43 H 2.3736 3.2510 -2.2357  0.074
44 H 3.4610 3.1944 -3.7345  0.088
45 H 5.3742 3.1033 -2.7605  0.079
46 H 4.9262 3.1329 -1.1206  0.091
47 H 5.8858 1.7668 -1.9946  0.081
48 H 1.8617 -1.8597 -2.7187  0.049
49 H 2.2877 -1.9683 -4.4949  0.083
50 H 3.3194 -2.7506 -3.4602  0.072
51 H 5.3450 0.1164 -3.9805  0.064
52 H 4.0852 -0.2354 -5.1446  0.077
53 H 5.0455 -1.5878 -4.3907  0.074
54 O -0.0595 1.2786 0.9569  -0.377
55 P -0.0717 2.4222 1.8990  0.630
56 N -1.2612 2.2757 3.1751  -0.242
57 C -2.7128 2.3003 2.9281  -0.113
58 C -0.9170 1.3776 4.3293  -0.092
59 N -0.4018 3.9661 1.1646  -0.291
60 C 0.0738 4.2184 -0.2373  -0.094
61 C -0.5473 5.1918 1.9327  -0.131
62 N 1.3530 2.5628 2.6617  -0.294
63 C 1.6137 3.3467 3.8786  -0.093
64 C 2.5155 1.9821 2.1457  -0.134
65 H -3.3362 2.1932 3.8158  0.080
66 H -3.0799 1.5055 2.2788  0.045
67 H -2.9626 3.2308 2.4182  0.073
68 H -0.0193 1.7285 4.8384  0.057
69 H -0.8180 0.3011 4.1901  0.063
70 H -1.6303 1.2802 5.1478  0.080
71 H -0.7434 4.6024 -0.8478  0.082
72 H 1.0277 4.7210 -0.3978  0.078
73 H 0.1677 3.2060 -0.6300  0.055
74 H -1.2038 5.8351 1.3466  0.085
75 H -0.9799 5.0109 2.9167  0.068
76 H 0.4402 5.5993 2.1489  0.075
77 H 2.0469 2.7074 4.6478  0.093
78 H 2.2444 4.1926 3.6052  0.085
79 H 0.7011 3.8028 4.2623  0.071
80 H 2.6033 0.9364 2.4404  0.076
81 H 3.4592 2.4379 2.4454  0.095
82 H 2.5809 1.9286 1.0590  0.063
83 O -2.0705 -1.5874 0.0486  -0.389
84 P -3.4861 -1.4538 0.5342  0.652
85 N -4.5234 -2.7106 0.0824  -0.286
86 C -5.9842 -2.8080 0.4418  -0.077
87 C -4.1409 -3.5901 -0.9705  -0.134
88 N -4.1919 -0.0589 -0.1840  -0.269
89 C -3.4128 1.1208 -0.4970  -0.119
90 C -5.5708 0.0929 -0.5322  -0.137
91 N -3.5380 -1.3483 2.2045  -0.313
92 C -4.5766 -0.7737 2.9423  -0.154
93 C -2.5906 -2.1394 3.0274  -0.061
94 H -6.1924 -3.8770 0.4867  0.079
95 H -6.6528 -2.4317 -0.3325  0.070
96 H -6.1552 -2.3931 1.4351  0.065
97 H -4.8094 -3.4810 -1.8245  0.096
98 H -3.9882 -4.6188 -0.6440  0.087
99 H -3.1286 -3.3170 -1.2684  0.043
100 H -2.3795 1.1641 -0.1525  0.053
101 H -3.2672 1.2192 -1.5728  0.081
102 H -3.9052 1.9898 -0.0605  0.081
103 H -6.2739 0.0139 0.2969  0.073
104 H -5.8201 1.0760 -0.9315  0.086
105 H -5.8427 -0.5470 -1.3717  0.084
106 H -5.1260 -1.6233 3.3477  0.086
107 H -4.1196 -0.2785 3.7990  0.073
108 H -5.0687 0.0177 2.3769  0.083
109 H -1.6644 -2.4530 2.5458  0.066
110 H -3.0493 -3.0977 3.2708  0.085
111 H -2.2876 -1.5876 3.9172  0.080

***

[8]
Below is a molecular structure, C18H40Br6O14S4, with properties calculated with the ωB97M-V functional and the def2-TZVPD basis.

For the total energy, the calculation gives -18799.4725 Eh. Its multiplicity is 2. The expectation value of S² is 0.76. The total charge is +1.

Last column: Mulliken spin population.
Positions of all 82 atoms, in Å:
1 O 3.7264 6.8482 -1.0933  0.848
2 C 2.7979 6.1007 -1.4146  -0.025
3 O 1.9645 5.6052 -0.4812  0.068
4 C 0.9357 4.9544 -1.2971  -0.006
5 C 1.5208 4.5061 -2.5871  0.022
6 C 2.5419 5.6300 -2.8226  0.086
7 H 0.1654 5.7082 -1.4599  -0.002
8 H 0.4164 4.1444 -0.7848  0.007
9 H 0.8059 4.4869 -3.4097  0.008
10 H 2.0777 3.5785 -2.4549  0.004
11 H 2.0738 6.4250 -3.4031  -0.007
12 H 3.4808 5.4508 -3.3464  -0.003
13 O -3.8322 -2.4419 -0.1049  0.000
14 S -4.4239 -2.3127 1.2447  0.000
15 O -3.5194 -2.2291 2.4348  0.000
16 O -5.4255 -0.9679 1.1253  0.000
17 C -6.2336 -0.6719 2.2250  0.000
18 C -7.6127 -1.1775 1.9256  0.000
19 C -5.5830 -3.7777 1.4557  0.000
20 H -6.2216 0.3920 2.4621  0.000
21 H -5.9108 -1.2317 3.1028  0.000
22 H -8.3332 -0.7067 2.5944  0.000
23 H -7.7635 -2.2490 2.0576  0.000
24 H -7.9385 -0.9713 0.9061  0.000
25 H -4.8603 -4.5856 1.3414  0.000
26 H -6.1667 -3.8820 0.5411  0.000
27 H -6.0986 -3.7829 2.4161  0.000
28 O 1.8789 -0.4425 3.8487  0.000
29 S 2.6286 0.4545 4.7274  0.000
30 O 4.0367 0.2250 5.0170  0.000
31 O 2.4585 2.0781 4.1993  0.000
32 C 1.2345 2.6141 3.9186  0.000
33 C 1.3336 3.5988 2.7668  0.000
34 C 1.6750 0.4383 6.3640  0.000
35 H 0.8557 3.1140 4.8100  0.000
36 H 0.4527 1.8942 3.6764  0.000
37 H 0.4025 3.8112 2.2413  0.000
38 H 1.9109 2.9807 2.0792  0.000
39 H 1.8351 4.5412 2.9869  0.000
40 H 2.0231 1.2407 7.0144  0.000
41 H 1.9740 -0.5408 6.7381  0.000
42 H 0.6344 0.5859 6.0748  0.000
43 O 2.2927 -1.5119 -1.4772  0.000
44 S 1.9325 -0.1658 -1.1726  0.000
45 O 1.4663 0.7074 -2.2621  0.000
46 O 0.9612 0.0349 0.1104  0.000
47 C 0.3408 -1.1024 0.7211  0.000
48 C -0.9572 -1.3895 0.1001  0.000
49 C 3.5157 0.6147 -0.4879  0.000
50 H 0.1364 -0.9635 1.7827  0.000
51 H 1.0195 -1.9550 0.7431  0.000
52 H -1.7520 -0.9359 0.6923  0.000
53 H -1.2982 -2.4246 0.0774  0.000
54 H -0.9594 -1.1248 -0.9573  0.000
55 H 4.4229 0.1493 -0.8731  0.000
56 H 3.4820 0.5546 0.6000  0.000
57 H 3.3915 1.6518 -0.7996  0.000
58 O 1.9509 -6.2615 -4.6675  0.000
59 S 0.8259 -5.8849 -3.7363  0.000
60 O 1.0179 -5.7306 -2.2996  0.000
61 O 0.1535 -4.4821 -4.3037  0.000
62 C 0.9507 -3.3663 -4.0938  0.000
63 C -0.0180 -2.2201 -4.0908  0.000
64 C -0.5635 -7.0042 -3.9943  0.000
65 H 1.7777 -3.2785 -4.7983  0.000
66 H 1.3845 -3.3427 -3.0941  0.000
67 H -0.7727 -2.0585 -4.8604  0.000
68 H 0.5665 -1.3259 -4.3072  0.000
69 H -0.4169 -1.9409 -3.1156  0.000
70 H -1.0941 -6.9503 -3.0436  0.000
71 H -0.1816 -7.9628 -4.3457  0.000
72 H -1.2416 -6.5567 -4.7209  0.000
73 C -3.7357 2.6720 0.8944  0.000
74 Br -2.5163 1.5443 2.0239  0.000
75 Br -2.9646 4.3425 0.2084  0.000
76 Br -5.5285 3.0855 1.6478  0.000
77 H -4.0120 2.0176 0.0676  0.000
78 C 7.6634 0.6935 -1.8328  0.000
79 Br 6.2058 1.4514 -2.8841  0.000
80 Br 9.5042 1.2032 -2.6251  0.000
81 Br 7.4210 -1.3636 -1.6197  0.000
82 H 7.7112 1.1448 -0.8418  0.000

***

Record-wise max |F| values, in eV/Å: 0.57 3.72 7.56 2.91 2.50 8.48 5.78 4.17